1) A molecular structure, C4H8NOS. Source: the Open Molecules 2025 dataset; level of theory: ωB97M-V/def2-TZVPD.

Geometry (Å):
1 C 0.61 -0.13 -0.41
2 C 1.95 -0.01 -0.06
3 C 0.13 -1.46 0.32
4 C -0.46 1.30 0.55
5 N -1.73 1.13 0.09
6 O 0.07 0.01 -1.67
7 S 3.27 0.31 0.69
8 H 0.51 -1.32 1.37
9 H 0.44 -2.26 -0.25
10 H -1.01 -1.50 0.24
11 H 0.20 2.11 0.20
12 H -0.19 0.79 1.48
13 H -2.31 0.55 0.57
14 H 0.37 -0.74 -2.25
15 H -1.84 1.20 -0.86

Computed properties:
Frontier orbital gap (spin up / spin down) (eV): 7.84 / 7.84
Net charge: +1
E_LUMO (spin up / spin down) (eV): -5.6235 / -5.6239

Mulliken atomic charges, in units of e: 0.714 0.071 -1.163 -0.405 -0.297 -0.515 -0.119 0.408 0.418 0.286 0.380 0.366 0.237 0.370 0.248

=====

2) A gas-phase ion, C4H8NOS (charge +1). Source: the Open Molecules 2025 dataset; level of theory: ωB97M-V/def2-TZVPD.

Geometry (Å):
1 C -1.09 -1.11 0.17
2 C 0.19 0.72 -0.96
3 C -0.58 1.53 0.12
4 C 1.42 -0.92 0.63
5 N 0.51 -0.64 -0.47
6 O -2.02 -0.60 -0.72
7 S -1.87 0.40 0.57
8 H -1.19 -2.11 0.64
9 H -0.20 0.48 -1.96
10 H 1.22 1.01 -1.22
11 H -0.18 1.77 1.15
12 H -1.04 2.43 -0.32
13 H 2.29 -1.10 0.09
14 H 1.08 -1.88 1.11
15 H 1.45 0.00 1.16

Computed properties:
Frontier orbital gap (eV): 8.76
Net charge: +1
E_LUMO (eV): -5.1910

Mulliken atomic charges, in units of e: 0.198 -0.675 -0.430 -0.827 -0.266 -0.263 0.269 0.439 0.321 0.432 0.368 0.441 0.322 0.327 0.346

=====

3) A gas-phase ion, C4H8NOS (charge +1). Source: the Open Molecules 2025 dataset; level of theory: ωB97M-V/def2-TZVPD.

Geometry (Å):
1 C -0.23 -1.23 -0.89
2 C -0.91 0.13 -0.92
3 C 0.63 -1.26 0.38
4 C -0.26 0.94 0.19
5 N 0.19 -0.10 1.18
6 O -0.33 -2.11 -1.68
7 S 1.28 1.81 -0.36
8 H -0.80 0.58 -1.90
9 H -1.99 -0.01 -0.75
10 H 0.53 -2.21 0.91
11 H 1.68 -1.15 0.08
12 H -0.92 1.66 0.66
13 H -0.59 -0.37 1.79
14 H 0.95 0.28 1.76
15 H 0.76 3.03 -0.44

Computed properties:
Frontier orbital gap (eV): 10.44
Structure (SMILES): O=C1C[NH2+][C@@H](S)C1
Net charge: +1
E_LUMO (eV): -3.8221

Mulliken atomic charges, in units of e: 0.456 -0.548 -0.704 -0.241 -0.208 -0.449 -0.154 0.349 0.351 0.412 0.311 0.469 0.402 0.345 0.208

=====

4) A gas-phase ion, C4H8NOS (charge +1). Source: the Open Molecules 2025 dataset; level of theory: ωB97M-V/def2-TZVPD.

Geometry (Å):
1 C -0.54 -0.07 0.05
2 C 0.81 0.54 -0.08
3 C -1.75 0.60 -0.05
4 C 2.01 -0.21 -0.44
5 N -2.87 0.01 0.26
6 O -0.51 -1.38 0.38
7 S 3.50 -0.07 0.33
8 H 0.50 1.15 -0.98
9 H 0.97 1.33 0.74
10 H -1.82 1.71 -0.18
11 H 1.90 -1.03 -1.13
12 H 0.46 -1.52 0.79
13 H -3.76 0.58 0.22
14 H -2.95 -0.84 0.68
15 H 4.04 -0.78 -0.60

Computed properties:
Frontier orbital gap (spin up / spin down) (eV): 8.87 / 5.08
Net charge: +1
E_LUMO (spin up / spin down) (eV): -4.1558 / -6.0779

Mulliken atomic charges, in units of e: 0.639 -0.536 -0.274 -0.404 -0.289 -0.525 -0.073 0.251 0.345 0.325 0.452 0.414 0.279 0.220 0.176

=====

Tell me which of them is the least stable. Sure, it is 2).

=====

1) A gas-phase ion, C2H10N4 (charge +2). Source: the Open Molecules 2025 dataset; level of theory: ωB97M-V/def2-TZVPD.

Geometry (Å):
1 C 0.90 0.75 0.16
2 C -1.36 0.32 -0.60
3 N -0.03 -0.08 -0.33
4 N 2.28 0.39 0.33
5 N -2.30 -0.18 0.48
6 N 2.95 -0.62 -0.16
7 H 0.71 1.75 0.44
8 H -1.40 1.38 -0.52
9 H -1.76 -0.08 -1.51
10 H 3.03 1.00 0.84
11 H -2.72 -1.15 0.31
12 H -3.22 0.33 0.35
13 H -1.96 -0.06 1.44
14 H 0.00 -1.04 -0.52
15 H 2.57 -1.41 -0.62
16 H 3.84 -0.83 0.38

Computed properties:
Frontier orbital gap (spin up / spin down) (eV): 9.07 / 9.07
Structure (SMILES): N/[NH+]=C\NC[NH3+]
Net charge: +2
E_LUMO (spin up / spin down) (eV): -7.9691 / -7.9693

Mulliken atomic charges, in units of e: 0.186 -0.532 -0.196 0.123 -0.411 -0.498 0.326 0.401 0.345 0.315 0.398 0.408 0.361 0.230 0.237 0.308

=====

2) 3 unconnected molecules or ions with the total composition C2H10N4. Source: the Open Molecules 2025 dataset; level of theory: ωB97M-V/def2-TZVPD.

Geometry (Å):
1 C 10.94 5.62 6.58
2 C -10.63 -5.65 -5.90
3 N 9.85 5.11 5.98
4 N -8.36 -5.25 -5.58
5 N 8.51 5.19 6.10
6 N -9.37 -5.13 -6.18
7 H 11.85 5.32 6.13
8 H 10.95 6.43 7.30
9 H -11.04 -5.31 -4.85
10 H -11.28 -5.42 -6.73
11 H -10.70 -6.75 -5.83
12 H 10.10 4.54 5.19
13 H -7.58 -4.79 -5.88
14 H 8.20 6.13 6.46
15 H 8.11 4.41 5.66
16 H -9.56 -4.45 -8.46

Computed properties:
Frontier orbital gap (spin up / spin down) (eV): 8.95 / 7.29
Net charge: +2
E_LUMO (spin up / spin down) (eV): -7.3706 / -9.0308

Mulliken atomic charges, in units of e: -0.059 -0.501 0.144 -0.256 -0.482 0.375 0.257 0.292 0.318 0.291 0.342 0.284 0.295 0.298 0.265 0.136

=====

3) 2 unconnected molecules or ions with the total composition C2H10N4. Source: the Open Molecules 2025 dataset; level of theory: ωB97M-V/def2-TZVPD.

Geometry (Å):
1 C -0.31 -1.00 -0.98
2 C 1.41 0.89 0.58
3 N -1.01 -0.33 -1.82
4 N 0.13 -2.18 -0.87
5 N 0.24 0.20 0.93
6 N -0.76 1.03 1.51
7 H 2.07 0.23 0.02
8 H 1.95 1.15 1.50
9 H 1.26 1.83 0.02
10 H -1.45 -0.77 -2.64
11 H -1.13 0.68 -1.78
12 H 0.06 -2.88 -1.62
13 H 0.58 -2.51 -0.02
14 H -0.51 1.12 2.52
15 H -1.68 0.55 1.50
16 H -0.84 2.00 1.14

Computed properties:
Frontier orbital gap (spin up / spin down) (eV): 8.56 / 9.45
Net charge: +2
E_LUMO (spin up / spin down) (eV): -10.2657 / -10.0679

Mulliken atomic charges, in units of e: 0.627 -0.862 -0.294 -0.295 -0.291 -0.263 0.328 0.373 0.430 0.258 0.252 0.274 0.295 0.414 0.357 0.398

=====

Tell me which of them is the least stable. Sure, it is 2).

=====

1) 2 unconnected molecules or ions with the total composition C4H10O3. Source: the Open Molecules 2025 dataset; level of theory: ωB97M-V/def2-TZVPD.

Geometry (Å):
1 C 0.86 -1.36 2.49
2 O 2.09 -1.58 3.13
3 C 0.59 -0.16 1.48
4 C -0.76 -0.25 0.78
5 C -0.95 0.82 -0.28
6 O -0.82 0.32 -1.62
7 H 0.03 -0.93 3.20
8 H 0.33 -2.42 2.12
9 H 0.57 0.86 1.86
10 H 1.25 -0.14 0.62
11 H -1.52 -0.07 1.55
12 H -0.77 -1.27 0.41
13 H -1.92 1.32 -0.20
14 H -0.26 1.76 0.03
15 H -0.89 1.11 -2.14
16 H -1.13 1.24 -4.63
17 O -0.52 1.78 -5.22

Computed properties:
Frontier orbital gap (eV): 6.49
Net charge: -2
E_LUMO (eV): 6.1517

Mulliken atomic charges, in units of e: -0.367 -0.889 -0.674 -0.552 -0.457 -0.465 0.071 0.101 0.312 0.419 0.289 0.362 0.349 0.227 0.257 0.150 -1.132

=====

2) A molecular structure, C4H10O3. Source: the Open Molecules 2025 dataset; level of theory: ωB97M-V/def2-TZVPD.

Geometry (Å):
1 C 0.25 -0.23 -0.09
2 C 1.12 0.84 0.57
3 C 2.55 0.86 -0.09
4 O 3.46 1.68 0.50
5 C -1.17 -0.30 0.49
6 O -1.81 -1.54 0.36
7 H 0.63 -1.22 0.19
8 H 0.29 -0.11 -1.17
9 H 0.71 1.84 0.46
10 H 1.39 0.79 1.63
11 H 2.88 -0.20 -0.19
12 H 2.38 1.29 -1.13
13 H -1.02 -0.20 1.59
14 H -1.81 0.56 0.20
15 H -2.49 -1.57 -0.72
16 H -4.02 -1.02 -1.06
17 O -3.33 -1.46 -1.55

Computed properties:
Frontier orbital gap (eV): 6.33
Net charge: -2
E_LUMO (eV): 6.9076

Mulliken atomic charges, in units of e: -0.189 -0.397 -0.431 -0.934 -0.665 -0.770 0.160 0.222 0.223 0.257 0.169 0.129 0.274 0.254 0.392 0.201 -0.894

=====

Tell me which of them is the least stable. Sure, it is 1).

=====

1) 5 unconnected molecules or ions with the total composition C25H25N5. Source: the Open Molecules 2025 dataset; level of theory: ωB97M-V/def2-TZVPD.

Geometry (Å):
1 N 23.66 -2.95 -11.29
2 C 22.79 -3.94 -11.46
3 C 21.50 -3.72 -11.90
4 C 21.14 -2.49 -12.35
5 C 22.00 -1.36 -12.15
6 C 23.27 -1.70 -11.65
7 H 23.16 -4.95 -11.55
8 H 20.83 -4.57 -11.93
9 H 20.16 -2.46 -12.81
10 H 21.70 -0.35 -12.37
11 H 24.11 -1.02 -11.57
12 N 17.15 -0.26 -16.55
13 C 17.07 -1.45 -17.22
14 C 18.05 -2.34 -17.29
15 C 19.24 -2.06 -16.59
16 C 19.31 -0.99 -15.77
17 C 18.26 -0.06 -15.80
18 H 16.12 -1.63 -17.70
19 H 17.91 -3.23 -17.89
20 H 20.07 -2.73 -16.78
21 H 19.99 -0.86 -14.95
22 H 18.23 0.74 -15.07
23 N 18.61 3.96 -18.32
24 C 18.37 2.59 -18.40
25 C 18.52 1.86 -19.53
26 C 18.89 2.61 -20.74
27 C 18.97 3.98 -20.71
28 C 18.86 4.66 -19.48
29 H 18.35 2.12 -17.43
30 H 18.45 0.78 -19.53
31 H 18.95 2.15 -21.71
32 H 19.08 4.46 -21.67
33 H 18.94 5.73 -19.34
34 N 21.93 -8.07 -18.20
35 C 20.82 -8.85 -18.50
36 C 19.56 -8.31 -18.44
37 C 19.38 -6.94 -18.05
38 C 20.51 -6.16 -17.83
39 C 21.76 -6.78 -17.91
40 H 21.02 -9.83 -18.90
41 H 18.70 -8.93 -18.68
42 H 18.45 -6.44 -17.85
43 H 20.51 -5.08 -17.78
44 H 22.65 -6.18 -17.88
45 N 22.77 -3.06 -17.08
46 C 23.46 -2.95 -15.92
47 C 24.69 -3.59 -15.78
48 C 25.29 -4.29 -16.85
49 C 24.62 -4.32 -18.11
50 C 23.37 -3.63 -18.19
51 H 22.89 -2.53 -15.10
52 H 25.24 -3.58 -14.86
53 H 26.31 -4.64 -16.72
54 H 25.11 -4.75 -18.96
55 H 22.85 -3.48 -19.12

Computed properties:
Frontier orbital gap (eV): 10.04
Structure (SMILES): c1ccncc1.c1ccncc1.c1ccncc1.c1ccncc1.c1ccncc1
Net charge: 0
E_LUMO (eV): 0.5503

Mulliken atomic charges, in units of e: -0.573 -0.184 -0.461 -0.107 -0.455 -0.195 0.351 0.373 0.430 0.402 0.410 -0.518 -0.518 -0.278 0.269 -0.170 -0.655 0.365 0.389 0.318 0.331 0.468 -0.530 -0.020 -0.276 -0.391 -0.296 -0.282 0.295 0.402 0.339 0.346 0.394 -0.542 -0.294 -0.406 -0.350 0.119 -0.153 0.367 0.359 0.395 0.156 0.359 -0.243 -0.088 -0.480 -0.255 -0.432 -0.462 0.374 0.370 0.406 0.426 0.400

=====

2) A molecular structure, C25H25N5. Source: the Open Molecules 2025 dataset; level of theory: ωB97M-V/def2-TZVPD.

Geometry (Å):
1 N -0.56 3.01 2.43
2 C -0.44 1.80 3.04
3 C 0.57 0.95 2.79
4 C 1.50 1.30 1.85
5 C 1.48 2.48 1.16
6 C 0.45 3.38 1.54
7 H -1.28 1.49 3.64
8 H 0.48 0.02 3.32
9 H 2.32 0.60 1.84
10 H 2.16 2.76 0.37
11 H 0.32 4.33 1.05
12 N -0.01 1.03 -0.94
13 C -0.80 0.45 -1.85
14 C -0.63 -0.89 -2.12
15 C 0.09 -1.73 -1.25
16 C 0.74 -1.13 -0.22
17 C 0.75 0.23 -0.09
18 H -1.42 1.10 -2.45
19 H -1.16 -1.41 -2.91
20 H 0.08 -2.80 -1.35
21 H 1.15 -1.82 0.51
22 H 1.22 0.64 0.79
23 N -0.05 1.15 -6.63
24 C 0.79 2.15 -6.18
25 C 1.00 2.37 -4.80
26 C 0.48 1.43 -3.98
27 C -0.19 0.35 -4.44
28 C -0.49 0.22 -5.74
29 H 1.17 2.82 -6.94
30 H 1.61 3.20 -4.44
31 H 0.67 1.54 -2.93
32 H -0.56 -0.36 -3.72
33 H -1.14 -0.59 -6.07
34 N -1.57 0.09 2.54
35 C -1.44 0.56 1.31
36 C -2.18 0.07 0.23
37 C -3.03 -0.98 0.45
38 C -3.13 -1.56 1.71
39 C -2.36 -1.00 2.73
40 H -0.71 1.35 1.24
41 H -2.05 0.56 -0.72
42 H -3.54 -1.39 -0.41
43 H -3.77 -2.39 1.94
44 H -2.54 -1.37 3.73
45 N 0.63 -3.06 3.80
46 C 0.12 -1.94 3.18
47 C 0.78 -1.21 2.25
48 C 2.02 -1.63 1.86
49 C 2.62 -2.71 2.59
50 C 1.88 -3.38 3.49
51 H -0.83 -1.57 3.53
52 H 0.39 -0.32 1.76
53 H 2.50 -1.01 1.12
54 H 3.64 -2.96 2.35
55 H 2.27 -4.22 4.05

Computed properties:
Frontier orbital gap (eV): 8.63
Net charge: 0
E_LUMO (eV): 0.1364

Mulliken atomic charges, in units of e: -0.799 -0.199 -0.847 0.648 -0.885 -0.471 0.651 1.010 0.715 0.438 0.436 -0.415 -1.559 0.043 -1.327 -0.001 0.398 1.058 0.572 0.510 0.552 0.570 -0.616 -0.314 -0.720 0.229 0.715 -0.538 0.385 0.400 0.506 -0.427 0.400 -0.273 0.128 -0.836 -0.180 -0.841 -0.566 0.318 0.558 0.437 0.448 0.656 -0.782 -0.721 2.042 -0.922 -1.318 -0.430 0.463 -0.669 0.554 0.401 0.417

=====

Tell me which of them is the least stable. Sure, it is 2).